# 1
The following is a quantum chemistry calculation of a molecular structure, C25H48AlOP4, from the Open Molecules 2025 dataset.

Geometry (Å):
Al1 -0.09080 0.31400 0.34016
P1 0.34514 -1.80058 -0.74237
P2 2.56971 0.20557 1.34381
P3 -2.38415 0.71828 -0.42364
H1 1.63252 2.39502 -0.35735
C1 0.55379 2.32078 -0.15164
C2 0.07822 2.39741 1.18699
H2 0.78329 2.51349 2.01021
C3 0.98942 -1.40795 -2.40496
C4 1.52326 -2.98466 -0.00705
C5 -1.16410 -2.78971 -1.01084
C6 3.18770 1.70444 2.21402
C7 3.31171 -1.10099 2.39973
C8 3.67901 0.22533 -0.13228
C9 -3.02996 2.39118 -0.03268
C10 -3.77881 -0.39110 -0.01081
C11 -2.27528 0.71766 -2.25595
H3 -0.03305 2.72665 -0.99218
H4 -0.85943 2.92171 1.40849
H5 1.19328 -2.29796 -3.01249
H6 1.92343 -0.84045 -2.32216
H7 0.28398 -0.78606 -2.96908
H8 1.50371 -3.96733 -0.49715
H9 1.28014 -3.14688 1.04890
H10 2.55524 -2.61814 -0.05526
H11 -0.95013 -3.77480 -1.44394
H12 -1.86957 -2.28501 -1.68054
H13 -1.67629 -2.95781 -0.05740
H14 4.28673 1.68572 2.25554
H15 2.78173 1.71833 3.23819
H16 2.85985 2.61066 1.68937
H17 4.39877 -1.14050 2.25588
H18 2.87536 -2.07286 2.14744
H19 3.08285 -0.89087 3.45213
H20 4.70537 0.45232 0.18466
H21 3.33210 1.00429 -0.82526
H22 3.65058 -0.74787 -0.64738
H23 -3.96155 2.56617 -0.59302
H24 -2.29562 3.16450 -0.30038
H25 -3.23204 2.47165 1.04603
H26 -4.64111 -0.15423 -0.64940
H27 -4.06624 -0.25070 1.04010
H28 -3.49601 -1.43967 -0.16448
H29 -3.21108 1.11397 -2.67458
H30 -2.09314 -0.29204 -2.65456
H31 -1.44047 1.35993 -2.57544
C12 -0.84365 0.54498 -6.01455
C13 -0.27520 0.62145 -7.30610
C14 -0.17513 1.88371 -7.90246
C15 -0.67456 3.03606 -7.27370
C16 -1.40310 2.89481 -6.07725
C17 -1.58152 1.63322 -5.53360
O1 -0.57986 -0.41272 -5.05329
H32 -0.16980 -1.22840 -5.39427
H33 0.09040 -0.25732 -7.84439
H34 0.32070 2.02062 -8.87378
H35 -0.51296 4.03704 -7.69626
H36 -1.80854 3.76220 -5.56439
H37 -2.20533 1.48643 -4.64593
C18 -1.99752 -1.85243 2.85159
P4 -0.84557 -0.44014 2.72631
C19 -1.89428 0.80098 3.56167
C20 0.31955 -0.92104 4.11536
C21 0.68231 -2.26611 4.31575
C22 1.55869 -2.63047 5.33547
C23 2.08511 -1.65033 6.17527
C24 1.71966 -0.31842 6.00812
C25 0.83627 0.05346 4.99149
H38 -2.88959 -1.67080 2.23788
H39 -2.30075 -1.96294 3.90182
H40 -1.51934 -2.78576 2.52892
H41 -2.10177 0.46567 4.59054
H42 -1.38963 1.78176 3.58067
H43 -2.84517 0.90926 3.02352
H44 0.26708 -3.04505 3.65605
H45 1.83274 -3.67160 5.45112
H46 2.79601 -1.93432 6.94541
H47 2.13492 0.44390 6.66538
H48 0.55176 1.11142 4.90031

LUMO level in eV: -11.381
Total charge: +3
Kohn-Sham gap in Eh: 0.10897
DFT total energy in eV: -72478.72176
2S+1: 1
Energy above the lowest of the compared OMol25 structures with the same formula, charge and spin in kcal per mole: 8.6
Molecular weight in g mol⁻¹: 515.5

Here are the Löwdin charges for atoms 1 to 2, given in e: 0.118, 0.783


# 2
The following is a quantum chemistry calculation of a molecular structure, C25H48BN4OP2Pt, from the Open Molecules 2025 dataset.

Geometry (Å):
Pt1 0.14406 0.38075 0.57749
C1 -2.58770 0.81546 3.08887
C2 -2.33729 -0.69852 3.02035
C3 -3.67617 -1.41187 3.24194
C4 -1.33718 -1.07086 4.11862
P1 -1.57552 -1.00152 1.35091
C5 -2.98137 -0.80522 0.14026
N1 -2.37542 -0.19695 -1.01639
B1 -1.09659 0.43450 -0.94116
N2 -0.80082 0.93457 -2.24440
C6 0.45198 1.58837 -2.53005
P2 1.61603 1.12592 -1.13599
C7 2.64434 -0.24438 -1.88286
C8 3.85624 -0.55442 -0.99923
C9 1.74899 -1.48803 -1.93213
C10 3.10328 0.04532 -3.31980
C11 2.62586 2.67239 -0.82120
C12 3.52715 3.11006 -1.97679
C13 3.47994 2.47538 0.43732
C14 1.62181 3.80036 -0.53555
C15 -1.79027 0.47065 -3.11517
C16 -1.93374 0.61641 -4.48222
C17 -3.04523 0.04036 -5.09188
C18 -4.00230 -0.63651 -4.34693
C19 -3.88064 -0.76283 -2.96570
C20 -2.76594 -0.21817 -2.35671
C21 -1.00832 -2.77463 1.13979
C22 -1.91139 -3.81636 1.80373
C23 0.40985 -2.89452 1.71020
C24 -0.98017 -3.08338 -0.36642
H1 -3.02861 1.05516 4.05900
H2 -3.28117 1.15857 2.31885
H3 -1.65664 1.37478 2.99382
H4 -4.10220 -1.05455 4.18250
H5 -3.57792 -2.49027 3.32059
H6 -4.40027 -1.18649 2.45758
H7 -1.72335 -0.72301 5.07969
H8 -0.36682 -0.59769 3.95113
H9 -1.18835 -2.14677 4.19705
H10 -3.73985 -0.15586 0.58477
H11 -3.45934 -1.75996 -0.08590
H12 0.33657 2.67307 -2.51376
H13 0.84206 1.32022 -3.51170
H14 3.58106 -0.65669 0.05344
H15 4.63472 0.20260 -1.08660
H16 4.28667 -1.50391 -1.32503
H17 1.53745 -1.86311 -0.93189
H18 2.27173 -2.27244 -2.48527
H19 0.80287 -1.29455 -2.44329
H20 3.53949 1.02967 -3.46101
H21 2.28594 -0.07650 -4.03060
H22 3.86446 -0.69223 -3.58453
H23 4.35685 2.42272 -2.13693
H24 3.95670 4.08413 -1.73027
H25 2.97766 3.22360 -2.91341
H26 4.22369 1.69105 0.32554
H27 2.86852 2.23673 1.30421
H28 4.01514 3.40636 0.63941
H29 1.16546 4.19311 -1.44305
H30 2.15097 4.62713 -0.05667
H31 0.82496 3.47689 0.13720
H32 -1.20385 1.16267 -5.06646
H33 -3.16825 0.13054 -6.16258
H34 -4.86055 -1.06620 -4.84530
H35 -4.63899 -1.27413 -2.38604
H36 -1.89664 -3.75965 2.89058
H37 -1.54514 -4.80756 1.52549
H38 -2.94428 -3.74519 1.45999
H39 0.43880 -2.71340 2.78496
H40 1.09569 -2.19135 1.23425
H41 0.78180 -3.90591 1.52979
H42 -1.98173 -3.23212 -0.76949
H43 -0.42773 -4.01339 -0.51693
H44 -0.49676 -2.30031 -0.94806
N3 2.33907 1.55349 4.30378
C25 1.44435 1.51827 3.29137
N4 0.60857 2.57153 3.16122
O1 1.41287 0.54852 2.51989
H45 2.32118 2.25782 5.01851
H46 2.90329 0.73481 4.44681
H47 0.68434 3.39617 3.72888
H48 -0.00800 2.58130 2.36554

LUMO level in eV: -2.224
Total charge: +1
Kohn-Sham gap in Eh: 0.28699
DFT total energy in eV: -57214.15071
2S+1: 1
Energy above the lowest of the compared OMol25 structures with the same formula, charge and spin in kcal per mole: 0.0
Molecular weight in g mol⁻¹: 688.5

Here are the Löwdin charges for atoms 1 to 2, given in e: 0.805, -0.096


# 3
The following is a quantum chemistry calculation of a molecular structure, C25H48Cl3N4O3PmSSi, from the Open Molecules 2025 dataset.

Geometry (Å):
C1 -1.01552 4.39191 -2.99298
C2 -1.73840 4.11592 -1.68031
H1 -1.44648 5.22275 -3.54193
H2 -1.04408 3.48722 -3.60701
H3 0.04526 4.54871 -2.81128
C3 -2.95281 4.73810 -1.39958
C4 -3.78085 5.32696 -2.48464
H4 -3.32998 4.80573 -0.37931
H5 -3.81913 4.61822 -3.34156
H6 -3.46779 6.32033 -2.87236
H7 -4.81649 5.44530 -2.12765
Pm1 0.74832 -1.57978 -0.45189
Cl1 2.39178 0.10911 0.43776
Cl2 1.30934 -3.01318 -2.55895
H8 2.29163 -5.68873 0.22531
H9 5.87137 -4.43075 0.16494
C5 2.92522 -5.34868 -0.60811
C6 5.16599 -4.18840 -0.64864
N1 3.78630 -4.25770 -0.15927
H10 2.25975 -5.01046 -1.41903
C7 3.23749 -3.29936 0.57694
O1 1.97497 -3.26866 0.78013
H11 5.41187 -3.17511 -1.00959
H12 3.89040 -2.50551 0.97134
H13 3.56136 -6.15384 -0.98147
H14 5.27536 -4.89929 -1.48100
H15 -2.65601 0.66441 -3.43470
H16 -4.61724 1.54046 -1.18955
C8 -3.35654 -0.13043 -3.15091
C9 -4.72163 0.44854 -1.16925
N2 -3.52181 -0.16559 -1.70779
H17 -2.98056 -1.08327 -3.53238
C10 -2.60221 -0.64436 -0.87975
O2 -1.57504 -1.29244 -1.22235
H18 -4.84096 0.11283 -0.13654
H19 -2.82846 -0.44617 0.18442
H20 -4.35172 0.07907 -3.56150
H21 -5.55794 0.11825 -1.78425
O3 -1.65726 2.59325 -1.68896
C11 -0.92857 3.25017 -0.67461
C12 -2.63963 2.43871 1.06296
C13 -1.37901 2.97297 0.70546
H22 -3.38924 2.26224 0.28621
C14 -2.93922 2.16259 2.41334
H23 0.15262 3.38842 -0.83443
C15 -0.49246 3.27013 1.76493
H24 -3.88148 1.68022 2.70371
C16 -2.01264 2.41472 3.42786
C17 -0.78338 2.98573 3.10005
H25 0.44802 3.76296 1.52227
H26 -2.18653 2.14111 4.47198
H27 -0.02922 3.17213 3.87580
Si1 1.63888 0.14284 -4.05967
Cl3 0.38764 0.47808 -2.22311
C18 0.76454 -1.05011 -5.21702
C19 3.31446 -0.41710 -3.40093
C20 1.74707 1.83216 -4.86756
H28 -0.23489 -1.28318 -4.82346
H29 1.28771 -2.01779 -5.29890
H30 0.66640 -0.61702 -6.22379
H31 0.81652 2.06722 -5.40894
H32 2.60253 1.85484 -5.58107
H33 1.89792 2.59946 -4.08469
H34 3.41610 -0.14870 -2.33130
H35 4.17020 0.04320 -3.93681
H36 3.48643 -1.50154 -3.47818
C21 1.76937 -4.44280 3.81562
C22 1.59158 -2.94563 4.08778
N3 0.31437 -2.44937 3.50724
C23 0.08620 -1.11768 3.36377
S1 -0.63777 -0.50971 1.93021
N4 0.46266 -0.32999 4.41268
C24 0.01913 -0.66926 5.79383
C25 0.90667 0.01123 6.79505
H37 0.91693 -5.02533 4.19149
H38 2.66820 -4.80762 4.32855
H39 1.89068 -4.63050 2.74106
H40 1.54482 -2.76178 5.16940
H41 2.45783 -2.38622 3.68019
H42 -0.06880 -3.01765 2.75816
H43 0.30717 0.65257 4.20706
H44 -1.02374 -0.34714 5.92132
H45 0.05160 -1.75115 5.89652
H46 0.65791 1.06384 6.89258
H47 0.75971 -0.45135 7.76378
H48 1.95720 -0.07427 6.52725

⟨S²⟩: 6.00
LUMO level (spin up / spin down) in eV: -0.136 / -0.085
Total charge: 0
Kohn-Sham gap (spin up / spin down) in Eh: 0.12194 / 0.12390
DFT total energy in eV: -111644.54531
2S+1: 5
Energy above the lowest of the compared OMol25 structures with the same formula, charge and spin in kcal per mole: 119.2
Molecular weight in g mol⁻¹: 764.2

Here are the Löwdin charges for atoms 1 to 2, given in e: -0.034, -0.445


# 4
The following is a quantum chemistry calculation of a molecular structure, C25H48F3Na2O27S, from the Open Molecules 2025 dataset.

Geometry (Å):
Na1 -2.24499 -1.54464 1.04242
Na2 -2.48043 2.60197 -0.02355
C1 1.78694 0.52540 -0.22771
F1 2.36802 -0.58001 0.24779
F2 2.03298 1.50226 0.64339
F3 2.30714 0.78945 -1.41434
S1 -0.05202 0.26522 -0.39850
O1 -0.59684 0.16018 0.94499
O2 -0.56987 1.40388 -1.11630
O3 -0.26738 -1.00418 -1.08247
C2 -2.70126 -5.98396 2.58337
O4 -1.45249 -6.06581 1.91180
C3 -1.03145 -4.94561 1.36156
O5 -1.52936 -3.85266 1.39394
O6 0.09736 -5.24119 0.72762
C4 0.71917 -4.24177 -0.04504
H1 -2.61515 -5.44268 3.52487
H2 -3.08087 -6.98633 2.75370
H3 -3.46693 -5.47636 1.99235
H4 1.78886 -4.21696 0.15792
H5 0.35348 -3.21685 0.05156
H6 0.60213 -4.47221 -1.10795
C5 4.33136 0.58237 3.21712
O7 3.69373 0.88830 4.43264
C6 3.80682 2.10871 4.95441
O8 4.25408 3.08023 4.40801
O9 3.23152 2.05043 6.13873
C7 3.11381 3.19421 6.93964
H7 5.40391 0.43706 3.36925
H8 4.18012 1.34746 2.45152
H9 3.92818 -0.36076 2.85965
H10 2.25392 3.83463 6.74219
H11 3.98073 3.85649 6.86933
H12 3.07842 2.92817 7.99375
C8 -3.22159 2.06611 4.12638
O10 -1.94050 2.58783 4.42110
C9 -1.13683 2.88705 3.41205
O11 -1.36035 2.75495 2.23451
O12 -0.03613 3.37110 3.93407
C10 0.98307 3.88240 3.09244
H13 -3.69637 1.87314 5.08077
H14 -3.16866 1.14754 3.53436
H15 -3.79630 2.76351 3.51208
H16 0.50496 4.40255 2.25945
H17 1.68199 3.13676 2.71865
H18 1.59691 4.64230 3.57066
C11 1.42916 2.06767 -4.57879
O13 0.81867 1.22497 -5.53184
C12 1.02967 -0.07000 -5.42843
O14 1.56038 -0.62778 -4.50879
O15 0.47574 -0.66179 -6.48127
C13 0.47118 -2.08876 -6.48039
H19 2.50759 2.09708 -4.75585
H20 1.23369 1.81378 -3.54187
H21 1.10001 3.09326 -4.74070
H22 1.46898 -2.38004 -6.80734
H23 -0.30168 -2.51273 -7.11175
H24 0.32338 -2.46641 -5.46747
C14 -2.31889 5.87623 -3.87546
O16 -0.91845 5.81010 -3.58167
C15 -0.53437 5.06085 -2.54215
O17 -1.24882 4.75395 -1.61814
O18 0.73938 4.79562 -2.69349
C16 1.46465 4.05647 -1.71728
H25 -2.41831 6.86108 -4.31693
H26 -3.00748 5.67526 -3.05580
H27 -2.55913 5.07577 -4.58053
H28 2.50684 4.23959 -1.97148
H29 1.28567 2.99095 -1.78105
H30 1.26756 4.48745 -0.73695
C17 -2.00981 1.18918 -4.14678
O19 -3.41848 1.10716 -4.08129
C18 -4.05131 1.83810 -3.17735
O20 -3.52451 2.70421 -2.49701
O21 -5.32963 1.56608 -3.22538
C19 -6.24630 2.27777 -2.41174
H31 -1.60069 0.21308 -4.40729
H32 -1.56803 1.41709 -3.17456
H33 -1.58187 1.91170 -4.84322
H34 -7.07140 1.61302 -2.16794
H35 -6.62049 3.14682 -2.94932
H36 -5.81103 2.59475 -1.46422
C20 -1.64249 -2.93875 -3.19033
O22 -2.75003 -3.69696 -2.70217
C21 -3.36461 -3.25985 -1.64068
O23 -3.07236 -2.27001 -1.02072
O24 -4.30158 -4.13817 -1.33019
C22 -5.08732 -3.83192 -0.19710
H37 -0.92088 -2.69591 -2.40774
H38 -1.99627 -1.97534 -3.55667
H39 -1.13761 -3.53107 -3.94405
H40 -5.71275 -2.95026 -0.32569
H41 -4.43498 -3.72728 0.67784
H42 -5.72507 -4.66615 0.09046
C23 5.22917 -4.60059 5.48556
O25 5.12004 -3.49645 4.60433
C24 5.01889 -3.74048 3.30576
O26 4.97616 -4.84123 2.82019
O27 4.89953 -2.59361 2.66694
C25 4.95478 -2.61895 1.24360
H43 6.27562 -4.89354 5.57277
H44 4.73782 -5.47218 5.04477
H45 4.74306 -4.39612 6.43249
H46 4.04138 -3.00540 0.79854
H47 5.82453 -3.22367 0.98673
H48 5.14926 -1.62730 0.84273

LUMO level in eV: -3.211
Total charge: +1
Kohn-Sham gap in Eh: 0.33568
DFT total energy in eV: -109804.82990
2S+1: 1
Energy above the lowest of the compared OMol25 structures with the same formula, charge and spin in kcal per mole: 0.0
Molecular weight in g mol⁻¹: 915.7

Here are the Löwdin charges for atoms 1 to 2, given in e: 0.569, 0.590